1.
Below is C10H30BeO10 as an isolated structure at a distorted geometry, with properties calculated with ωB97M-V with the def2-TZVPD basis set.

Structure (ORCA input):
```
! RIJCOSX wB97M-V def2-TZVPD def2/J DEFGRID3
* xyz 1 2
Be 0.19 0.17 -0.42
C 3.34 1.23 -0.58
C 2.98 1.82 -1.96
O 1.64 2.17 -1.86
O 2.69 -0.03 -0.40
H 3.01 1.94 0.17
H 4.38 0.95 -0.39
H 3.14 1.07 -2.74
H 3.66 2.63 -2.20
H 1.48 2.42 -2.78
H 3.33 -0.67 -0.72
C -0.21 3.04 1.25
C -1.51 2.99 0.36
O -1.47 2.08 -0.76
O 0.32 1.78 1.48
H -0.36 3.58 2.18
H 0.53 3.60 0.68
H -1.84 3.96 -0.02
H -2.32 2.74 1.04
H -2.02 2.48 -1.44
H 0.75 1.80 2.34
C 0.45 -3.15 0.67
C 1.34 -2.33 1.54
O 0.79 -1.05 1.79
O 0.50 -2.63 -0.68
H -0.53 -3.04 1.12
H 0.76 -4.20 0.70
H 2.33 -2.17 1.11
H 1.55 -2.87 2.47
H 0.22 -1.18 2.56
H 0.36 -3.34 -1.31
C -2.19 -1.06 3.57
C -2.43 -0.12 2.32
O -1.86 -0.65 1.18
O -0.88 -1.01 4.13
H -2.53 -2.06 3.31
H -2.94 -0.73 4.30
H -2.01 0.86 2.51
H -3.49 -0.06 2.05
H -2.51 -1.26 0.81
H -0.89 -1.69 4.81
C -0.19 -1.09 -3.72
C -1.58 -0.68 -3.18
O -1.60 -0.83 -1.74
O 0.81 -0.33 -3.06
H -0.19 -0.94 -4.80
H -0.01 -2.16 -3.60
H -2.40 -1.27 -3.58
H -1.71 0.36 -3.49
H -2.50 -0.87 -1.41
H 1.59 -0.21 -3.61
*
```

F_max	2.60	eV Å⁻¹
gap between HOMO and LUMO (alpha / beta)	5.713 / 10.107	eV
DFT total energy	-1165.75668	Eh
HOMO (alpha / beta)	-7.8 / -12.5	eV

Atom charges from the natural (NBO) analysis, given in e for atoms 1 to 5: Be 0.910; C -0.091; C -0.092; O -0.701; O -0.739

2.
Below is a 5-piece molecular cluster, C24H29N5O8 overall at a distorted geometry, with properties calculated with ωB97M-V with the def2-TZVPD basis set.

Structure (ORCA input):
```
! RIJCOSX wB97M-V def2-TZVPD def2/J DEFGRID3
* xyz 0 1
O 3.15 0.95 -0.30
N 2.62 -0.06 -0.76
O 3.26 -1.02 -0.96
C 1.21 -0.05 -1.03
C 0.58 -0.92 -1.93
C -0.80 -0.88 -2.08
C -1.53 0.13 -1.42
C -0.92 0.94 -0.55
C 0.45 0.93 -0.40
H 1.15 -1.61 -2.53
H -1.12 -1.53 -2.89
H -2.61 0.14 -1.47
H -1.51 1.55 0.13
H 0.96 1.56 0.32
O 1.46 1.41 2.74
N 1.05 2.30 3.38
O 0.40 3.18 2.88
C 1.43 2.43 4.77
C 1.52 1.23 5.51
C 1.93 1.27 6.91
C 2.15 2.50 7.45
C 2.10 3.69 6.76
C 1.58 3.68 5.39
H 1.19 0.33 5.01
H 1.74 0.34 7.42
H 2.56 2.38 8.44
H 2.24 4.68 7.16
H 1.51 4.63 4.88
O -1.08 -3.27 -4.45
N -0.46 -3.45 -5.52
O 0.70 -3.07 -5.72
C -1.23 -4.09 -6.69
C -0.74 -3.84 -7.94
C -1.47 -4.28 -9.09
C -2.69 -4.97 -8.92
C -3.14 -5.27 -7.65
C -2.40 -4.77 -6.54
H 0.26 -3.45 -8.03
H -1.20 -4.18 -10.13
H -3.31 -5.25 -9.76
H -4.12 -5.72 -7.58
H -2.75 -4.83 -5.52
C 5.13 1.99 2.60
N 5.88 3.28 2.48
C 5.10 4.35 2.05
C 7.25 3.27 2.35
O 7.96 4.21 1.89
H 5.13 1.38 1.70
H 4.18 2.46 2.86
H 5.65 1.39 3.35
H 4.40 4.15 1.24
H 4.54 4.48 2.98
H 5.71 5.21 1.79
H 7.69 2.33 2.71
C -6.82 -0.81 2.08
N -6.15 -1.12 0.84
C -4.73 -0.94 1.01
C -6.76 -1.43 -0.33
O -7.97 -1.41 -0.36
H -6.86 -1.73 2.67
H -7.86 -0.48 2.03
H -6.31 -0.11 2.74
H -4.59 -1.34 2.02
H -4.13 -1.36 0.20
H -4.43 0.10 1.00
H -6.15 -1.59 -1.23
*
```

F_max	5.48	eV Å⁻¹
gap between HOMO and LUMO	8.034	eV
DFT total energy	-1807.24385	Eh
SMILES	O=[N+]([O-])c1ccccc1.O=[N+]([O-])c1ccccc1.O=[N+]([O-])c1ccccc1.CN(C)C=O.CN(C)C=O
HOMO	-8.9	eV

Atom charges from the natural (NBO) analysis, given in e for atoms 1 to 5: O -0.417; N 0.530; O -0.351; C 0.011; C -0.176

3.
Below is C41H63AsGeO3P3RbS4Se as an isolated structure, with properties calculated with ωB97M-V with the def2-TZVPD basis set.

Structure (ORCA input):
```
! RIJCOSX wB97M-V def2-TZVPD def2/J DEFGRID3
* xyz -2 1
Rb -0.18 -0.92 -1.25
S 1.74 -3.89 -3.72
As -0.16 -2.97 -4.29
S -1.56 -3.43 -2.62
S 0.20 -0.80 -4.43
S -0.95 -3.74 -6.12
O -2.02 -0.25 0.73
P -2.42 -0.90 2.00
C -1.04 -1.22 3.16
P 0.44 -2.01 2.44
O 1.10 -1.18 1.40
C -0.03 -3.65 1.90
C 0.03 -4.01 0.56
C -0.36 -5.29 0.17
C -0.78 -6.21 1.11
C -0.84 -5.85 2.46
C -0.47 -4.58 2.85
C 1.51 -2.30 3.89
C 1.39 -1.62 5.09
C 2.29 -1.84 6.12
C 3.33 -2.74 5.95
C 3.46 -3.43 4.75
C 2.55 -3.22 3.73
C -3.23 -2.48 1.74
C -3.76 -3.26 2.77
C -4.33 -4.48 2.48
C -4.34 -4.95 1.17
C -3.80 -4.20 0.14
C -3.25 -2.95 0.42
C -3.52 0.17 2.96
C -4.84 -0.15 3.27
C -5.65 0.77 3.92
C -5.15 2.02 4.26
C -3.84 2.36 3.94
C -3.03 1.44 3.29
H -1.43 -1.82 3.99
H -0.72 -0.25 3.54
H 0.31 -3.36 -0.25
H -0.35 -5.51 -0.89
H -1.08 -7.20 0.81
H -1.19 -6.57 3.20
H -0.51 -4.31 3.90
H 0.59 -0.90 5.24
H 2.19 -1.30 7.05
H 4.04 -2.91 6.75
H 4.27 -4.14 4.61
H 2.65 -3.75 2.79
H -3.73 -2.91 3.80
H -4.74 -5.09 3.28
H -4.77 -5.93 0.95
H -3.75 -4.55 -0.88
H -2.81 -2.38 -0.39
H -5.24 -1.11 2.99
H -6.67 0.52 4.15
H -5.78 2.74 4.76
H -3.45 3.34 4.18
H -2.02 1.72 3.00
C -2.36 3.48 -5.47
C -2.91 3.64 -4.05
C -4.34 3.12 -4.00
P -1.85 2.66 -2.87
C -2.51 3.19 -1.19
C -3.04 4.61 -1.01
C -3.57 2.18 -0.71
C -0.18 3.50 -2.93
C -0.12 5.02 -3.05
C 0.70 2.85 -4.00
H -3.09 3.86 -6.20
H -2.18 2.43 -5.70
H -1.43 4.02 -5.62
H -2.90 4.70 -3.78
H -4.36 2.04 -4.16
H -4.94 3.59 -4.79
H -4.83 3.33 -3.05
H -1.63 3.06 -0.54
H -3.86 4.82 -1.69
H -2.28 5.37 -1.17
H -3.43 4.73 0.01
H -4.51 2.32 -1.24
H -3.76 2.32 0.36
H -3.24 1.16 -0.86
H 0.25 3.21 -1.97
H -0.60 5.37 -3.97
H 0.92 5.35 -3.08
H -0.60 5.54 -2.21
H 0.40 3.16 -5.01
H 0.64 1.76 -3.97
H 1.74 3.15 -3.86
C 4.18 -2.05 0.26
C 3.87 -2.32 -1.20
O 2.53 -2.01 -1.46
H 5.23 -2.27 0.48
H 3.54 -2.67 0.90
H 3.97 -1.01 0.51
H 4.07 -3.38 -1.44
H 4.55 -1.72 -1.83
H 2.26 -2.52 -2.29
C 6.50 1.30 -1.38
Ge 5.42 2.76 -0.66
C 6.44 4.44 -0.79
C 5.03 2.41 1.22
C 3.73 2.90 -1.63
Se 2.79 1.18 -1.54
C 3.35 0.50 -3.27
H 7.39 1.16 -0.78
H 6.79 1.50 -2.41
H 5.91 0.38 -1.36
H 7.37 4.37 -0.23
H 5.86 5.28 -0.39
H 6.69 4.67 -1.83
H 5.93 2.10 1.75
H 4.29 1.61 1.30
H 4.63 3.30 1.71
H 3.88 3.14 -2.69
H 3.09 3.67 -1.20
H 4.40 0.23 -3.25
H 3.16 1.26 -4.02
H 2.71 -0.36 -3.49
*
```

F_max	0.50	eV Å⁻¹
gap between HOMO and LUMO	3.455	eV
DFT total energy	-11181.04927	Eh
HOMO	-0.4	eV

Atom charges from the Löwdin analysis, given in e for atoms 1 to 5: Rb 0.441; S -0.132; As -0.561; S -0.215; S -0.228

4.
Below is a 2-piece molecular cluster, CH4ClPS overall at a distorted geometry, with properties calculated with ωB97M-V with the def2-TZVPD basis set.

Structure (ORCA input):
```
! RIJCOSX wB97M-V def2-TZVPD def2/J DEFGRID3
* xyz 0 1
C -1.44 -0.89 0.78
P -1.51 1.02 0.63
S -3.00 1.41 -0.45
H -1.51 -1.43 -0.24
H -2.15 -1.23 1.53
H -0.62 -1.21 1.29
Cl 2.65 2.00 -0.25
H 3.62 2.39 -0.98
*
```

F_max	3.80	eV Å⁻¹
gap between HOMO and LUMO	7.601	eV
DFT total energy	-1240.20367	Eh
SMILES	CP=S.Cl
HOMO	-8.7	eV

Atom charges from the natural (NBO) analysis, given in e for atoms 1 to 5: C -0.982; P 0.642; S -0.366; H 0.245; H 0.243

What is the DFT total energy in the second record? -1807.24385 Eh

DFT total energy of number 2 (C24H29N5O8)? -1807.24385 Eh

Among the records above, which one has the lowest DFT total energy? C41H63AsGeO3P3RbS4Se